Record 1
{
  "formula": "Cl2O8Pb3",
  "method": "ωB97M-V/def2-TZVPD",
  "molar_mass_g_mol": 820.5,
  "e_tot_ha": -2098.36640,
  "charge": 4,
  "homo_ev": -19.713,
  "elements": ["Pb", "Pb", "Pb", "Cl", "O", "O", "O", "O", "Cl", "O", "O", "O", "O"],
  "xyz": [[-17.9283, -21.9533, 0.1814], [-20.9255, -20.9865, 6.1201], [-19.4038, -15.6783, 1.0825], [-18.0456, -22.7326, 5.5608], [-16.8159, -23.4239, 5.3380], [-18.8920, -22.7817, 4.3900], [-18.8350, -23.3996, 6.5116], [-17.7778, -21.4793, 6.1773], [-18.3160, -19.3243, 3.2022], [-17.3093, -19.2603, 4.2916], [-18.4992, -18.1201, 2.5519], [-18.1217, -20.5330, 2.4471], [-19.5375, -19.6308, 3.8664]],
  "forces_ev_per_a": [[0.3, 0.0, 1.4], [2.4, -1.4, -0.1], [0.3, 0.0, 0.5], [2.6, -3.5, 1.4], [-0.8, 0.8, -0.7], [-0.8, 2.3, -2.3], [-2.6, -1.5, 2.5], [-0.7, 3.4, -1.0], [2.1, -3.8, 10.5], [-1.4, 0.5, -4.0], [-0.1, 4.4, -4.3], [1.4, -1.4, -4.4], [-2.8, 0.3, 0.6]],
  "mulliken_charge": [1.8252, 1.7015, 1.9228, 1.4824, -0.5986, -0.5823, -0.5790, -0.4970, 1.4932, -0.4882, -0.5378, -0.5441, -0.5981]
}

Record 2
{
  "formula": "C4H10NO",
  "method": "ωB97M-V/def2-TZVPD",
  "molar_mass_g_mol": 88.1,
  "e_tot_ha": -287.98339,
  "charge": 1,
  "homo_ev": -12.147,
  "elements": ["O", "C", "C", "C", "C", "N", "H", "H", "H", "H", "H", "H", "H", "H", "H", "H"],
  "xyz": [[-0.6103, -0.9277, 0.5863], [0.1361, 0.0028, 0.4027], [0.6093, 0.4184, -0.8926], [1.4911, 1.5327, -1.2210], [2.6370, 1.6787, -0.1761], [-3.7072, -2.3505, 1.1942], [0.5065, 0.5615, 1.2706], [0.2471, -0.1856, -1.7257], [1.0485, 2.5456, -1.2104], [1.9011, 1.4096, -2.2321], [3.3139, 2.5108, -0.0208], [2.1730, 1.5858, 0.8185], [3.2145, 0.7391, -0.1656], [-4.3863, -2.1978, 0.4650], [-2.8208, -1.9109, 1.0073], [-3.6068, -3.3382, 1.3551]],
  "forces_ev_per_a": [[0.1, 0.0, -1.1], [0.0, 0.1, 3.0], [0.3, 1.1, -2.5], [1.3, -0.3, 0.1], [-0.3, -2.3, 2.4], [-0.3, 0.2, 0.4], [-0.1, 0.2, 0.0], [-0.1, -0.1, 0.0], [-0.8, -0.2, 0.0], [-0.4, 0.0, 0.0], [-0.3, 0.5, -1.2], [0.0, 0.4, -0.1], [0.2, 0.5, -0.5], [0.1, 0.1, -0.1], [0.0, -0.1, -0.2], [0.2, -0.1, 0.0]],
  "mulliken_charge": [-0.2813, -0.1643, 0.4299, -0.3210, -1.1269, -0.6370, 0.3347, 0.4038, 0.3260, 0.3340, 0.3636, 0.2981, 0.3566, 0.2304, 0.2227, 0.2306]
}

Record 3
{
  "formula": "C7H14NO",
  "method": "ωB97M-V/def2-TZVPD",
  "molar_mass_g_mol": 128.2,
  "e_tot_ha": -404.67678,
  "charge": 1,
  "homo_ev": -11.940,
  "elements": ["C", "C", "C", "C", "C", "C", "C", "N", "O", "H", "H", "H", "H", "H", "H", "H", "H", "H", "H", "H", "H", "H", "H"],
  "xyz": [[-1.5356, -0.9332, 1.1187], [0.1548, -1.8051, -0.5837], [-1.1093, -1.0279, -0.3759], [-1.0701, 0.2926, 0.3810], [1.3761, 0.0916, 0.1975], [2.1497, 0.6505, 1.2871], [1.2916, 0.9271, -1.0780], [-1.9923, 1.3040, -0.2398], [1.2077, -1.2325, 0.1648], [-2.6228, -0.9930, 1.5086], [-0.9311, -1.4993, 1.7175], [0.1503, -2.9089, -0.3381], [0.5495, -1.9654, -1.6755], [-1.9947, -1.2757, -0.9548], [3.0581, 0.1850, 1.3046], [1.4872, 0.5167, 2.2768], [2.3208, 1.7442, 0.9996], [2.1634, 0.8139, -1.8353], [1.4734, 1.9082, -0.8631], [0.4624, 0.7944, -1.7919], [-1.7926, 2.1219, 0.3081], [-2.9020, 0.8725, -0.2582], [-1.8945, 1.4182, -1.2702]],
  "forces_ev_per_a": [[-3.7, 1.9, -1.6], [1.5, -2.1, -3.0], [-1.6, 0.1, 1.8], [3.3, -2.1, -1.2], [-2.7, -0.6, -2.8], [-3.5, 2.6, 1.7], [1.3, -2.6, -2.5], [0.5, -1.7, -0.5], [0.7, 1.4, 1.3], [1.6, -0.1, -1.2], [1.9, -0.6, 2.0], [-0.4, 1.3, 0.6], [-1.1, 1.2, 1.4], [0.4, 0.0, -0.6], [2.5, -1.4, 0.6], [2.0, 0.4, -2.0], [-0.3, -1.5, 1.1], [-0.7, -0.8, 1.4], [-0.3, 2.7, 0.9], [0.0, -0.1, 0.9], [-1.1, 0.9, -0.1], [-1.3, 0.6, 1.0], [1.1, 0.3, 0.9]],
  "mulliken_charge": [-0.7170, -0.7922, 0.0243, -0.5183, 1.1406, -1.1990, -1.3925, -0.0458, -0.3688, 0.2461, 0.2537, 0.3615, 0.3243, 0.4488, 0.4303, 0.2771, 0.3071, 0.3430, 0.4923, 0.2559, 0.3741, 0.3852, 0.3692]
}

Record 4
{
  "formula": "C4H9NOS",
  "method": "ωB97M-V/def2-TZVPD",
  "molar_mass_g_mol": 119.2,
  "e_tot_ha": -685.82055,
  "smiles": "CN=S(=O)=C(C)C",
  "homo_ev": [-8.322, -8.296],
  "elements": ["C", "N", "S", "O", "C", "C", "C", "H", "H", "H", "H", "H", "H", "H", "H", "H"],
  "xyz": [[-1.7300, -2.0269, -0.0402], [-2.3463, -0.7689, 0.1791], [-1.6594, 0.5625, -0.1799], [-2.4440, 1.6657, 0.2787], [-0.0184, 0.9536, 0.1356], [0.4738, 2.2947, -0.2012], [1.0707, 0.0018, -0.0444], [-1.6124, -2.5395, 0.9477], [-2.5088, -2.7751, -0.4232], [-0.7639, -2.1396, -0.4954], [-0.1541, 3.0472, 0.2476], [0.6439, 2.3844, -1.2476], [1.4432, 2.3376, 0.2181], [0.7093, -0.9489, 0.0363], [1.6834, 0.0592, 0.9142], [1.7419, 0.0937, -1.0089]],
  "forces_ev_per_a": [[-1.7, -3.2, 1.3], [1.0, 1.4, -0.9], [0.8, -0.9, 2.2], [-1.1, 1.4, -0.6], [-0.5, -0.7, -1.3], [-1.3, 0.6, 0.8], [2.5, 0.3, 0.0], [0.3, 0.7, -0.2], [1.2, 1.2, -0.4], [0.1, 0.3, -0.8], [-0.1, 0.6, -0.4], [-0.2, 0.5, -1.0], [1.1, 0.3, 0.7], [-0.7, -2.8, -0.2], [-0.2, 0.3, -1.3], [-1.2, 0.1, 1.9]],
  "mulliken_charge": [-0.7603, -0.3318, 0.6303, -0.5651, 0.4897, -1.2946, -1.0557, 0.2971, 0.2749, 0.3087, 0.3547, 0.3375, 0.4010, 0.4047, 0.3088, 0.2000]
}

It is found that the ΔE to the lowest compared entry with this formula, charge and spin values, taken in the order of the records, are 49.6 112.8 138.5 124.5 kcal per mole.